(1)
This record from OMol25 describes an isolated molecule of C20H27FN4O4. The level of theory is ωB97M-V/def2-TZVPD.

Output
* SMILES: CCN(C[C@@H](C)NC(=O)c1cc(O)nn1C)C(=O)[C@@H](Cc1ccc(F)cc1)OC
* molecular weight: 406.5 u
* charge: 0
* orbital gap: 9.07 eV
* LUMO: 0.550 eV
* spin multiplicity: 1
* energy above the lowest of the compared OMol25 structures with the same formula, charge and spin: 7.0 kcal/mol

Cartesian coordinates (Å):
N  0.06  1.98  -0.16
C  -0.60  -0.32  -3.97
H  2.83  -0.91  -2.21
H  1.31  3.92  1.32
H  -2.45  3.01  0.17
H  0.91  3.58  -1.15
C  -2.65  1.94  -1.70
H  2.74  0.85  -2.33
C  -1.06  -1.56  -3.56
H  3.63  0.09  -0.99
C  -2.55  -0.57  -2.00
C  1.33  1.28  0.05
H  -2.34  -2.70  -2.30
C  1.61  -2.56  1.91
H  -2.66  0.92  2.29
H  -4.43  0.88  2.16
F  -0.54  -2.66  -4.14
C  2.75  0.01  -1.64
O  3.25  -1.03  1.15
H  2.12  1.99  -0.20
C  -2.12  0.70  -2.38
H  0.63  0.00  -1.52
H  -0.43  4.08  1.57
H  0.45  5.29  0.61
C  0.12  3.41  -0.42
C  0.30  -2.89  2.21
O  -1.05  0.18  0.62
H  1.45  1.01  1.10
H  -3.73  2.05  -1.85
H  0.15  -0.24  -4.74
C  0.43  -3.87  3.20
O  -3.49  1.27  0.41
H  -3.58  2.44  2.12
H  -0.80  3.74  -0.89
H  4.11  -4.26  3.30
H  -2.18  2.81  -2.15
C  -2.02  -1.70  -2.59
N  2.41  -3.32  2.68
C  -1.08  1.32  0.16
H  4.23  -2.48  3.29
H  4.29  -3.37  1.77
H  0.36  -1.51  0.08
C  1.47  0.01  -0.82
N  1.69  -4.14  3.48
C  -1.15  0.81  -3.36
H  -3.29  -0.67  -1.21
N  1.32  -1.22  -0.04
C  2.15  -1.53  0.98
H  -0.80  1.79  -3.66
C  -3.53  1.39  1.83
H  -0.61  -2.45  1.82
C  -2.43  1.97  -0.18
C  3.86  -3.36  2.76
O  -0.58  -4.51  3.82
C  0.38  4.22  0.85
H  -0.19  -5.12  4.45

(2)
This record from OMol25 describes an isolated molecule of C20H27N3O5. The level of theory is ωB97M-V/def2-TZVPD.

Output
* SMILES: CCOC(=O)N1CCN(C(=O)CCC(=O)N2CCOc3ccc(C)cc32)CC1
* molecular weight: 389.5 u
* charge: 0
* orbital gap: 9.02 eV
* LUMO: 0.816 eV
* spin multiplicity: 1
* energy above the lowest of the compared OMol25 structures with the same formula, charge and spin: 38.7 kcal/mol

Cartesian coordinates (Å):
C  1.02  1.94  -0.09
C  -1.95  1.14  2.16
H  0.27  -3.39  1.45
O  1.01  2.88  0.69
H  0.00  -2.56  -0.08
C  1.68  1.46  -3.61
H  0.01  2.05  2.46
H  2.64  4.49  -3.13
O  -2.14  -2.39  1.76
C  -0.87  -0.68  4.21
H  0.95  -1.32  -5.39
C  -1.79  -3.39  0.80
H  -0.80  -0.31  5.24
N  0.92  2.15  -1.43
C  0.14  -0.87  -3.46
O  2.40  2.60  -3.79
C  2.43  3.51  -2.70
C  0.14  0.05  -2.42
H  -2.92  0.09  4.28
C  1.82  0.43  1.77
C  0.93  1.19  -2.46
H  -0.06  -2.98  -3.22
O  -1.82  -0.79  0.20
C  -2.06  -1.12  1.34
H  0.18  0.07  0.41
H  -2.12  -4.33  1.26
H  3.25  3.23  -2.01
H  0.29  3.76  -2.61
O  1.34  -1.58  2.96
C  1.11  3.50  -1.94
H  -2.76  1.80  2.48
H  -0.52  -0.12  -1.58
H  1.14  4.19  -1.09
C  -0.67  1.40  3.01
H  2.81  -0.03  1.69
H  -2.35  -3.21  -0.12
C  1.02  -0.43  2.73
H  -1.26  -2.26  -4.29
C  -0.70  -2.11  -3.37
C  -2.34  -0.65  3.72
H  -0.47  -1.69  4.16
C  1.17  0.51  0.38
H  2.27  0.77  -5.53
C  -0.29  -3.42  0.52
N  -0.05  0.14  3.34
H  1.95  1.44  2.17
H  -1.39  -2.04  -2.54
H  -2.81  -1.62  3.82
H  -0.04  -4.33  -0.02
N  -2.36  -0.24  2.33
C  0.93  -0.61  -4.57
H  -0.94  1.89  3.95
H  -1.76  1.31  1.10
H  1.75  -0.06  -0.35
C  1.68  0.54  -4.65

(3)
This record from OMol25 describes an isolated molecule of C20H27N3O5S. The level of theory is ωB97M-V/def2-TZVPD.

Output
* SMILES: COc1ccc(CCNC(=O)c2cc(S(=O)(=O)N3CCCCC3)c[nH]2)cc1OC
* molecular weight: 421.5 u
* charge: 0
* orbital gap: 8.83 eV
* LUMO: 0.604 eV
* spin multiplicity: 1
* energy above the lowest of the compared OMol25 structures with the same formula, charge and spin: 81.3 kcal/mol

Cartesian coordinates (Å):
H  3.32  4.91  -0.12
H  1.22  2.82  -2.48
C  4.08  -1.38  0.35
O  -4.45  -2.18  -0.81
H  3.23  2.71  1.11
O  0.58  -0.58  2.09
H  0.90  -4.83  -0.94
H  -2.38  -4.32  0.78
C  1.91  -3.14  -0.10
H  -4.98  0.24  -0.37
O  -0.67  2.81  1.69
H  4.03  -1.38  -0.74
H  -1.36  -2.05  -1.36
C  2.35  3.13  0.62
H  4.50  -2.33  0.70
C  2.75  4.07  -0.52
C  -3.00  -0.34  -0.66
C  -2.13  1.65  -0.12
C  0.67  3.39  -1.72
O  -1.52  4.18  -0.17
C  -3.32  -1.75  -0.95
H  1.14  1.36  0.88
H  2.08  1.37  -0.63
H  0.89  5.16  -0.54
N  -4.01  0.52  -0.35
H  -1.67  -4.29  -2.19
C  -0.60  -0.24  2.78
C  -1.81  0.35  -0.52
C  -2.26  -3.93  -1.34
H  -4.11  2.57  0.25
H  -1.45  -0.15  2.10
C  -3.50  1.73  -0.03
H  -0.81  -0.01  -0.68
H  -1.44  -2.33  1.60
H  2.84  -3.40  -0.58
C  0.80  -3.96  -0.30
C  1.82  -2.01  0.70
H  -0.82  -0.97  3.57
H  1.76  3.67  1.36
H  4.72  -0.56  0.68
C  1.50  4.58  -1.23
C  -0.50  -2.55  1.13
N  0.34  2.48  -0.65
C  -1.65  -4.45  -0.02
H  3.39  3.53  -1.23
H  -0.27  3.74  -2.15
N  -2.27  -2.49  -1.38
H  1.77  5.21  -2.08
O  2.83  -1.13  0.93
C  0.59  -1.71  1.33
C  1.49  1.99  0.07
H  -0.40  0.74  3.22
C  -0.41  -3.67  0.30
H  -1.43  -5.51  -0.13
S  -0.97  2.94  0.29
H  -3.29  -4.27  -1.44